Computed, not measured: a cluster of 2 separate species, C2H7O2 in total, with ωB97M-V with the def2-TZVPD basis set.

```
11
Properties=species:S:1:pos:R:3:nbo_charge:R:1
C 0.8971 -0.1717 0.1816 -0.033
O 0.6055 1.0198 0.8036 -0.798
C -0.2162 -1.2183 0.2562 -0.633
H 1.7908 -0.6034 0.6383 0.123
H 1.1416 -0.0482 -0.8906 0.123
H 0.1458 -2.1837 -0.1021 0.169
H -1.0908 -0.9057 -0.3036 0.214
H -0.5349 -1.3730 1.2871 0.187
H -0.1486 1.4714 0.2210 0.514
H -1.4657 1.8995 -1.4811 0.413
O -1.1246 2.1134 -0.6103 -1.279
```

As for the energy above the lowest of the compared OMol25 structures with the same formula, charge and spin: 4.5 kcal per mole. The total charge is -1.


Computed, not measured: a structure of composition C10H24F3MgNO8S3 in a non-equilibrium geometry, with ωB97M-V with the def2-TZVPD basis set.

```
50
Properties=species:S:1:pos:R:3:nbo_charge:R:1
Mg 22.8501 -6.6702 10.2457 1.770
N 23.3589 -6.9140 13.4069 0.727
O 23.0701 -6.9717 12.1700 -0.698
O 24.1283 -7.7301 13.8848 -0.435
O 22.8115 -6.0116 14.0811 -0.536
C 22.8603 -8.1649 8.0867 0.333
O 22.4440 -6.7619 8.1378 -0.635
O 23.2735 -8.4382 9.2876 -0.926
C 21.7502 -9.0501 7.5480 0.919
F 21.5467 -8.8510 6.2267 -0.344
F 22.0582 -10.3366 7.6995 -0.316
F 20.5634 -8.8533 8.1523 -0.335
C 21.9975 -6.1015 6.9738 -0.059
C 21.9198 -4.6241 7.2256 -0.620
H 21.2223 -4.3848 8.0263 0.214
H 22.8974 -4.1893 7.4503 0.203
H 21.6024 -4.1183 6.3057 0.207
H 21.0227 -6.4669 6.6476 0.177
H 22.7395 -6.2751 6.1812 0.166
H 23.6900 -8.1949 7.3356 0.100
C 18.5300 -8.1908 10.7149 -0.822
S 19.5800 -6.7738 10.9897 1.285
O 20.8963 -7.1496 10.4240 -1.059
C 19.7616 -6.9338 12.7552 -0.842
H 17.5375 -7.9631 11.1078 0.228
H 18.9516 -9.0524 11.2286 0.239
H 18.4822 -8.3703 9.6454 0.255
H 19.9208 -7.9706 13.0455 0.237
H 18.8599 -6.5601 13.2460 0.227
H 20.6246 -6.3233 13.0235 0.278
C 21.9057 -2.2635 10.6469 -0.829
S 22.0689 -3.7982 11.5285 1.319
O 22.2147 -4.8257 10.4677 -1.077
C 23.7082 -3.5086 12.1666 -0.827
H 20.9454 -2.3095 10.1355 0.246
H 22.7337 -2.0848 9.9676 0.234
H 21.8357 -1.4647 11.3909 0.235
H 24.1086 -4.4311 12.5640 0.272
H 23.6762 -2.7402 12.9389 0.239
H 24.3128 -3.1382 11.3330 0.216
C 26.8535 -4.6436 10.0084 -0.835
S 26.0625 -6.2199 10.2713 1.316
O 24.6285 -5.9668 9.9790 -1.077
C 26.6685 -7.0766 8.8332 -0.838
H 26.2269 -4.0695 9.3254 0.245
H 27.8504 -4.7549 9.5873 0.240
H 26.9014 -4.1564 10.9798 0.238
H 26.7348 -6.4131 7.9713 0.228
H 25.9553 -7.8802 8.6500 0.281
H 27.6488 -7.4946 9.0622 0.237
```

As for the energy above the lowest of the compared OMol25 structures with the same formula, charge and spin: 4.8 kcal per mole.


Computed, not measured: a cluster of 2 separate species, C25H33ClFN3 in total in a non-equilibrium geometry, with ωB97M-V with the def2-TZVPD basis set.

```
63
Properties=species:S:1:pos:R:3:nbo_charge:R:1
Cl 2.7755 -0.3503 -6.9277 0.019
C 1.7538 -1.5141 -6.0109 -0.206
N 1.4901 -1.0564 -4.6214 -0.214
C 2.7868 -0.9338 -3.8034 -0.249
C 2.4378 -0.4934 -2.3939 -0.261
N 0.9764 -0.3222 -2.2830 -0.409
F 0.1171 -0.4444 0.9615 -0.348
C 0.3072 -1.6225 -2.5125 -0.254
C 0.5973 -2.0915 -3.9323 -0.243
C 0.4542 0.7048 -3.1955 -0.256
C 0.7352 0.2863 -4.6215 -0.248
H 0.7997 -1.5889 -6.5434 0.246
H 2.2792 -2.4777 -5.9957 0.251
H 3.2581 -1.9285 -3.8112 0.236
H 3.4347 -0.2125 -4.3125 0.256
H 2.7224 -1.2728 -1.6608 0.232
H 2.9290 0.4632 -2.1345 0.235
H 0.7093 -2.3380 -1.7791 0.236
H -0.7748 -1.4919 -2.3484 0.220
H -0.3175 -2.1631 -4.5260 0.234
H 1.1423 -3.0411 -3.9472 0.239
H -0.6379 0.7806 -3.0145 0.216
H 0.9509 1.6677 -2.9700 0.235
H 1.3665 1.0092 -5.1503 0.257
H -0.1887 0.1101 -5.1906 0.232
C 3.6849 1.3314 3.4920 -0.190
C 2.5517 1.9261 4.0428 -0.215
C 1.3206 1.9262 3.3678 -0.146
C 1.2330 1.1734 2.1799 -0.114
C -0.0178 0.9101 1.3485 0.160
C -1.3393 0.7669 1.9784 0.453
N -2.4200 0.7489 1.2109 -0.265
C -2.3854 1.0339 -0.2447 -0.236
C -3.8307 0.7845 -0.6816 -0.418
C -4.4793 -0.0835 0.4155 -0.425
C -3.5708 -0.0416 1.6385 -0.235
C -1.3593 0.2083 3.3016 -0.117
C -0.4698 -0.8275 3.6357 -0.183
C -0.3915 -1.2649 4.9421 -0.189
C -1.2302 -0.6930 5.8987 -0.146
C -2.1552 0.3115 5.5677 -0.202
C -2.2317 0.7484 4.2495 -0.185
C 2.3855 0.7395 1.5511 -0.217
C 3.5989 0.7480 2.2260 -0.186
H 4.6427 1.3040 4.0228 0.241
H 2.6196 2.3656 5.0518 0.238
H 0.4683 2.5287 3.7203 0.217
H -0.0989 1.6709 0.5455 0.204
H -2.0135 2.0573 -0.4057 0.233
H -1.6936 0.3527 -0.7851 0.215
H -4.3340 1.7553 -0.7518 0.236
H -3.8481 0.3057 -1.6660 0.232
H -5.4392 0.3171 0.7443 0.246
H -4.6311 -1.1198 0.0890 0.234
H -3.2819 -1.0571 1.9737 0.241
H -4.0370 0.4585 2.4943 0.239
H 0.2223 -1.1793 2.8750 0.243
H 0.3798 -1.9859 5.2175 0.242
H -1.1264 -1.0119 6.9298 0.240
H -2.7234 0.8358 6.3261 0.245
H -2.8182 1.6270 3.9620 0.221
H 2.2725 0.3702 0.5279 0.210
H 4.4420 0.2797 1.7330 0.225
```

The total charge is +2.


Computed, not measured: a cluster of 10 separate species, H20O10 in total in a non-equilibrium geometry, with ωB97M-V with the def2-TZVPD basis set.

```
30
Properties=species:S:1:pos:R:3:nbo_charge:R:1
O -1.2567 -2.7097 -1.2225 -0.945
H -1.5842 -3.4035 -0.6329 0.469
H -2.0650 -2.5970 -1.7428 0.477
O -4.0867 0.4233 0.6127 -0.951
H -3.7435 1.0940 1.2070 0.478
H -4.3451 0.8970 -0.1817 0.473
O 3.7592 -1.1209 0.0959 -0.961
H 4.0667 -0.2940 0.4760 0.481
H 3.8724 -1.8200 0.7434 0.481
O 1.8515 1.8811 -0.7714 -0.944
H 1.2747 1.7935 -0.0123 0.480
H 2.2726 1.0597 -1.0346 0.469
O -1.2755 -0.8560 3.1636 -0.926
H -0.5012 -1.4230 3.0237 0.461
H -1.5112 -1.2040 4.0373 0.466
O -2.3027 2.5158 -0.6315 -0.951
H -1.7505 3.2631 -0.3826 0.474
H -1.6864 1.8537 -0.9579 0.476
O 1.4762 -1.8054 -2.8265 -0.960
H 2.3028 -1.8086 -2.3391 0.474
H 0.8562 -2.4578 -2.4929 0.487
O -0.2211 0.1459 0.6504 -0.963
H 0.7053 -0.0283 0.4737 0.461
H -0.7149 -0.6769 0.5829 0.499
O 1.6865 0.8717 3.6662 -0.943
H 1.7938 0.7114 2.7327 0.460
H 0.7565 0.6936 3.8455 0.482
O 0.3667 0.9805 -3.0649 -0.942
H 0.9684 0.7006 -2.3940 0.475
H -0.5391 1.0698 -2.7797 0.463
```

As for the energy above the lowest of the compared OMol25 structures with the same formula, charge and spin: 84.4 kcal per mole.


no.,energy (Ha),Kohn-Sham gap (eV),M (g mol⁻¹)
1,-230.87747,7.831,63.08
2,-2746.32281,8.363,463.80
3,-1696.15419,7.692,430.01
4,-764.34739,10.281,180.15